Below is a molecular structure, C36H80BeClN5O8, with properties calculated with ωB97M-V with the def2-TZVPD basis set.

```
! RIJCOSX wB97M-V def2-TZVPD def2/J DEFGRID3
* xyz 2 1
Be 11.6086 14.9480 22.6841
N 9.5037 19.9850 23.7534
H 9.4900 20.9493 24.0534
H 9.9411 19.5436 24.5497
H 10.0984 19.8789 22.9440
H 8.5873 19.5954 23.5846
Cl 11.5219 17.4096 25.2360
O 10.9544 16.4656 26.0506
O 10.8417 17.3377 24.0151
O 11.3284 18.7306 25.7320
O 12.8407 17.2004 24.8207
C 14.9881 18.4133 31.7937
C 15.1386 17.3433 30.6931
C 13.7659 17.3668 29.9438
C 13.7943 16.6111 28.6069
C 14.9135 17.2741 27.7646
C 16.2964 17.2561 28.3937
N 16.2386 17.7721 29.7608
O 17.3750 18.1064 30.3911
C 16.8431 15.7921 28.3908
C 17.0933 18.1701 27.5078
C 15.4226 15.9511 31.2471
H 14.1218 18.1614 32.4054
H 14.9105 19.4066 31.3515
H 15.8639 18.4918 32.4377
H 12.9438 16.9921 30.5536
H 13.5815 18.4029 29.6601
H 12.9071 16.8523 28.0215
H 14.0190 15.5446 28.5971
H 14.6559 18.3151 27.5696
H 15.0911 16.7503 26.8254
H 17.8226 15.7788 28.8690
H 16.1949 15.0382 28.8374
H 17.0540 15.5594 27.3470
H 16.7925 18.1222 26.4612
H 16.9634 19.1870 27.8781
H 18.1510 17.9191 27.5886
H 14.9408 15.7557 32.2051
H 16.4601 16.0729 31.5584
H 15.2122 15.0756 30.6329
H 17.5582 19.0019 30.0976
C 10.8811 19.4399 29.5739
C 9.4165 19.9095 29.7000
C 8.4796 18.6566 29.7654
C 7.0652 19.0555 30.1930
C 7.1735 19.5547 31.6214
C 8.0467 20.8270 31.7503
N 9.3203 20.5890 31.0210
O 10.1599 21.6587 31.0819
C 7.2124 22.0001 31.2993
C 8.4554 20.9821 33.2551
C 9.0900 20.8444 28.4757
H 11.6190 20.1547 29.9382
H 11.0928 19.1219 28.5530
H 10.9042 18.6856 30.3604
H 8.5079 18.2743 28.7451
H 8.8451 17.8492 30.4000
H 6.4588 18.1662 30.0212
H 6.6747 19.8917 29.6131
H 7.4496 18.7493 32.3020
H 6.1770 19.9234 31.8648
H 7.0178 22.0868 30.2303
H 6.2650 22.0170 31.8381
H 7.7141 22.9328 31.5571
H 7.5983 21.0956 33.9188
H 9.0196 20.1632 33.7013
H 9.1379 21.8141 33.4287
H 9.5880 21.8131 28.5176
H 8.0550 21.1794 28.4081
H 9.4424 20.2848 27.6093
H 10.8043 21.2318 31.6512
C 13.6276 13.8831 25.4795
C 14.5683 13.3172 24.3593
C 14.1800 11.7735 24.3875
C 14.8277 10.9663 23.2810
C 14.4547 11.6830 21.9494
C 14.7213 13.1868 21.8264
N 14.1031 13.8909 23.0257
O 14.2345 15.2452 22.8298
C 16.2033 13.4022 21.6195
C 14.0597 13.7327 20.5272
C 16.0194 13.5893 24.7535
H 13.7805 13.3708 26.4293
H 12.5518 13.8773 25.3043
H 13.8507 14.9234 25.7165
H 14.3506 11.2877 25.3483
H 13.1190 11.5859 24.2230
H 14.5514 9.9120 23.2715
H 15.9137 11.0031 23.3666
H 13.3857 11.4786 21.8903
H 15.0336 11.1505 21.1947
H 16.5185 13.0071 20.6538
H 16.5141 14.4465 21.5919
H 16.9294 12.9563 22.2994
H 14.5649 13.2649 19.6822
H 12.9839 13.5907 20.4244
H 14.2152 14.8066 20.4235
H 16.7101 12.8543 24.3401
H 16.1546 13.6194 25.8346
H 16.3827 14.5543 24.4000
H 15.1682 15.3580 23.0222
C 16.0757 22.0053 26.6298
C 14.5415 21.9742 26.8699
C 14.1254 21.3278 28.1483
C 14.3876 22.1093 29.4684
C 13.5770 23.4734 29.3846
C 13.9768 24.2321 28.0630
N 14.1062 23.4205 26.8467
O 14.4500 24.0403 25.6489
C 12.8547 25.2682 27.7997
C 15.3155 24.9816 28.3550
C 13.8090 21.1522 25.8209
H 16.2942 21.4646 25.7090
H 16.6561 22.9263 26.6843
H 16.6362 21.3761 27.3212
H 13.0494 21.1561 28.1184
H 14.5809 20.3384 28.1896
H 14.3018 21.5771 30.4158
H 15.4706 22.2141 29.4047
H 13.7918 24.0938 30.2546
H 12.5019 23.2949 29.3630
H 13.0857 25.8526 26.9092
H 12.7860 25.9455 28.6510
H 11.8880 24.7783 27.6826
H 16.0890 24.2752 28.6564
H 15.2013 25.6357 29.2194
H 15.6122 25.5245 27.4576
H 14.2392 20.1626 25.6670
H 12.7383 21.0324 25.9859
H 13.9782 21.6896 24.8878
H 15.3669 23.7778 25.5391
*
```

Summary:
F_max   6.367 eV/Å
Energy relative to the best compared isomer or geometry (same formula, charge and spin)   66.59 kcal/mol
Frontier orbital gap   1.50 eV
LUMO   -10.121 eV

Löwdin atomic charge list, values in e, 4 entries: atom 1 (Be): 0.967, atom 2 (N): 0.343, atom 3 (H): 0.156, atom 4 (H): 0.073

---

Below is a single C4H7N3O molecule, with properties calculated with ωB97M-V with the def2-TZVPD basis set.

```
! RIJCOSX wB97M-V def2-TZVPD def2/J DEFGRID3
* xyz 0 1
C -0.7843 -0.5421 -0.1611
C 1.4716 0.4583 -0.3072
C 0.6649 1.2589 0.7250
C 0.0134 0.6803 -0.5734
H -3.6865 -0.0213 -0.0708
H 0.0792 -2.5438 0.6529
H 1.8479 -1.4424 -0.7799
H 2.3525 0.7791 -0.8009
H 0.6524 2.4087 0.8066
H 0.6367 0.5714 1.6530
H -0.2368 1.3532 -1.4907
N -1.9778 -0.8068 0.2025
N 0.1969 -1.5373 0.0143
N 1.6220 -0.9814 0.1705
O -2.8521 0.3653 -0.0408
*
```

Summary:
F_max   5.015 eV/Å
Energy relative to the best compared isomer or geometry (same formula, charge and spin)   138.09 kcal/mol
Frontier orbital gap   9.25 eV
LUMO   0.973 eV

Löwdin atomic charge list, values in e, 4 entries: atom 1 (C): -0.379, atom 2 (C): -0.274, atom 3 (C): -0.049, atom 4 (C): -0.159

---

Among the records above, which one has the lowest F_max?
C4H7N3O